# C3H3NO2

C3H3NO2 in the gas phase (wB97M-V/def2-TZVPD, OMol25).

Output
- LUMO energy (eV) = -0.57
- orbital gap (eV) = 9.23
- highest occupied orbital energy (eV) = -9.7981
- SMILES = N#C[C@H]1COO1
- largest force on an atom (hartree/bohr) = 0.0918
- E_tot (a.u.) = -321.1417
- energy relative to the best compared isomer or geometry (same formula, charge and spin) (eV) = 6.422

The geometry in ORCA input format:
```
! RIJCOSX wB97M-V def2-TZVPD def2/J DEFGRID3
* xyz 0 1
H 0.071 0.400 1.667
O -0.020 -1.606 0.560
C 1.561 0.342 0.117
H -0.513 0.585 -1.373
O -1.029 -1.352 -0.428
H -1.916 0.710 -0.397
C 0.214 0.143 0.604
N 2.556 0.703 -0.320
C -0.925 0.076 -0.429
*
```

Let us look at the Mulliken charges, expressed in e, one per atom: 0.299, -0.242, 0.129, 0.225, -0.198, 0.254, 0.199, -0.325, -0.340

---

# C3H3NO2

C3H3NO2 in the gas phase (wB97M-V/def2-TZVPD, OMol25).

Output
- LUMO energy (eV) = 0.76
- orbital gap (eV) = 10.91
- highest occupied orbital energy (eV) = -10.1489
- SMILES = O=C1COC=N1
- largest force on an atom (hartree/bohr) = 0.0671
- E_tot (a.u.) = -321.3016
- energy relative to the best compared isomer or geometry (same formula, charge and spin) (eV) = 2.070

The geometry in ORCA input format:
```
! RIJCOSX wB97M-V def2-TZVPD def2/J DEFGRID3
* xyz 0 1
O -1.153 0.022 -0.162
C -0.561 1.248 -0.062
C -0.202 -0.990 0.071
H -0.469 -1.329 1.003
O 2.260 -0.591 -0.098
N 0.680 1.389 0.033
C 1.146 -0.262 0.026
H -1.315 2.155 -0.033
H -0.386 -1.643 -0.779
*
```

Let us look at the Mulliken charges, expressed in e, one per atom: -0.352, 0.153, -0.166, 0.259, -0.405, -0.508, 0.469, 0.310, 0.240

---

# C3H3NO2

C3H3NO2 in the gas phase (wB97M-V/def2-TZVPD, OMol25).

Output
- LUMO energy (eV) = -0.03
- orbital gap (eV) = 11.59
- highest occupied orbital energy (eV) = -11.6156
- SMILES = COC(=O)C#N
- largest force on an atom (hartree/bohr) = 0.0253
- E_tot (a.u.) = -321.3107
- energy relative to the best compared isomer or geometry (same formula, charge and spin) (eV) = 1.820

The geometry in ORCA input format:
```
! RIJCOSX wB97M-V def2-TZVPD def2/J DEFGRID3
* xyz 0 1
C 1.772 -0.245 0.203
O -0.424 0.348 -0.687
H -1.536 0.442 1.075
H -2.255 -0.333 -0.343
H -1.060 -1.236 0.615
O 1.367 1.514 -1.224
C -1.340 -0.244 0.245
N 2.606 -0.872 0.703
C 0.871 0.626 -0.588
*
```

Let us look at the Mulliken charges, expressed in e, one per atom: 0.235, -0.319, 0.292, 0.236, 0.322, -0.456, -0.610, -0.319, 0.618

---

# C3H3NO2S

C3H3NO2S in the gas phase (wB97M-V/def2-TZVPD, OMol25).

Output
- LUMO energy (eV) = -1.05
- orbital gap (eV) = 8.58
- highest occupied orbital energy (eV) = -9.6379
- SMILES = C=NSC(=O)C=O
- largest force on an atom (hartree/bohr) = 0.1519
- E_tot (a.u.) = -719.3575
- energy relative to the best compared isomer or geometry (same formula, charge and spin) (eV) = 6.063

The geometry in ORCA input format:
```
! RIJCOSX wB97M-V def2-TZVPD def2/J DEFGRID3
* xyz 0 1
H 0.993 -1.367 1.051
O 1.089 2.045 0.171
H -3.439 -1.138 -0.128
C -2.406 -1.754 -0.510
S -1.117 0.387 -0.184
C 1.543 -0.216 0.696
O 2.774 -0.146 0.435
C 0.679 0.923 0.140
H -2.439 -2.903 -1.094
N -1.006 -1.384 -0.529
*
```

Let us look at the Mulliken charges, expressed in e, one per atom: 0.267, -0.410, 0.254, -0.229, -0.007, 0.078, -0.398, 0.495, 0.246, -0.297

---

# C3H3NO2S

C3H3NO2S in the gas phase (wB97M-V/def2-TZVPD, OMol25).

Output
- LUMO energy (eV) = 0.60
- orbital gap (eV) = 10.19
- highest occupied orbital energy (eV) = -9.5890
- SMILES = O=c1ccon1S
- largest force on an atom (hartree/bohr) = 0.0374
- E_tot (a.u.) = -719.4644
- energy relative to the best compared isomer or geometry (same formula, charge and spin) (eV) = 3.153

The geometry in ORCA input format:
```
! RIJCOSX wB97M-V def2-TZVPD def2/J DEFGRID3
* xyz 0 1
C -0.599 -0.528 0.626
O -1.566 -1.143 1.003
H -1.558 -0.453 -2.297
O 1.019 0.260 -0.846
S -0.644 -1.406 -2.009
H 1.868 1.657 0.349
C 1.119 0.922 0.320
N 0.027 -0.718 -0.638
C 0.225 0.516 1.244
H 0.108 0.893 2.249
*
```

Let us look at the Mulliken charges, expressed in e, one per atom: 0.543, -0.598, 0.140, -0.314, -0.072, 0.464, -0.224, 0.146, -0.438, 0.352

---

# C3H3NO2S

2 unconnected molecules or ions with the total composition C3H3NO2S (wB97M-V/def2-TZVPD, OMol25).

Output
- LUMO energy (alpha / beta) (eV) = -2.52 / -2.92
- orbital gap (alpha / beta) (eV) = 8.09 / 6.34
- highest occupied orbital energy (alpha / beta) (eV) = -10.6091 / -9.2546
- largest force on an atom (hartree/bohr) = 0.0413
- E_tot (a.u.) = -719.2812
- energy relative to the best compared isomer or geometry (same formula, charge and spin) (eV) = 8.139

The geometry in ORCA input format:
```
! RIJCOSX wB97M-V def2-TZVPD def2/J DEFGRID3
* xyz 0 1
O -3.140 -0.969 0.095
N -0.860 2.878 -0.225
C 2.152 -0.311 -0.038
C -0.977 1.744 0.034
H 2.217 0.273 -0.932
S -1.727 -0.859 -0.136
H 2.526 0.085 0.882
C -0.976 0.492 0.489
H 1.705 -1.284 -0.062
O -0.920 -2.049 -0.107
*
```

Let us look at the Mulliken charges, expressed in e, one per atom: -0.421, -0.322, -0.929, 0.577, 0.329, 0.841, 0.320, -0.311, 0.335, -0.421

---

# C3H3NO3

C3H3NO3 in the gas phase (wB97M-V/def2-TZVPD, OMol25).

Output
- LUMO energy (eV) = -0.27
- orbital gap (eV) = 10.69
- highest occupied orbital energy (eV) = -10.9598
- SMILES = [H]/N=C(/C=O)OC=O
- largest force on an atom (hartree/bohr) = 0.0423
- E_tot (a.u.) = -396.5269
- energy relative to the best compared isomer or geometry (same formula, charge and spin) (eV) = 2.654

The geometry in ORCA input format:
```
! RIJCOSX wB97M-V def2-TZVPD def2/J DEFGRID3
* xyz 0 1
C 1.278 -0.614 0.323
O -0.553 -1.510 0.530
O 1.139 -0.053 1.384
C -0.369 0.570 -0.490
H -1.737 -0.022 1.224
N -1.011 1.515 -1.006
C -0.944 -0.355 0.562
H -0.520 1.945 -1.791
O 0.829 0.012 -0.845
H 1.888 -1.488 0.109
*
```

Let us look at the Mulliken charges, expressed in e, one per atom: 0.273, -0.431, -0.486, 0.523, 0.369, -0.606, 0.058, 0.287, -0.328, 0.341

---

# C3H3NO3

2 unconnected molecules or ions with the total composition C3H3NO3 (wB97M-V/def2-TZVPD, OMol25).

Output
- LUMO energy (eV) = -0.31
- orbital gap (eV) = 9.46
- highest occupied orbital energy (eV) = -9.7788
- largest force on an atom (hartree/bohr) = 0.0612
- E_tot (a.u.) = -396.4675
- energy relative to the best compared isomer or geometry (same formula, charge and spin) (eV) = 4.269

The geometry in ORCA input format:
```
! RIJCOSX wB97M-V def2-TZVPD def2/J DEFGRID3
* xyz 0 1
H -0.938 1.241 -1.626
O -1.006 -0.606 -0.763
C -0.556 1.489 -0.675
O 1.287 0.912 -0.254
O -0.719 2.427 -0.063
H -1.036 -2.017 1.300
C -0.103 -0.910 0.103
H 2.026 -0.579 0.682
C 1.163 -0.204 0.171
N -0.088 -1.720 1.088
*
```

Let us look at the Mulliken charges, expressed in e, one per atom: 0.392, -0.675, 0.273, -0.422, -0.232, 0.262, 0.380, 0.435, 0.218, -0.631

---

# C3H3NO3

C3H3NO3 in the gas phase (wB97M-V/def2-TZVPD, OMol25).

Output
- LUMO energy (eV) = -0.09
- orbital gap (eV) = 10.98
- highest occupied orbital energy (eV) = -11.0666
- SMILES = Cc1nc(=O)oo1
- largest force on an atom (hartree/bohr) = 0.0570
- E_tot (a.u.) = -396.4961
- energy relative to the best compared isomer or geometry (same formula, charge and spin) (eV) = 3.493

The geometry in ORCA input format:
```
! RIJCOSX wB97M-V def2-TZVPD def2/J DEFGRID3
* xyz 0 1
O -0.759 1.844 0.502
N -1.079 -0.319 -0.210
C 0.180 0.026 -0.075
H 1.123 -1.712 -0.849
C 1.289 -0.954 -0.082
H 1.342 -1.427 0.902
H 2.242 -0.454 -0.275
O 0.503 1.307 -0.060
O -3.010 0.943 0.103
C -1.830 0.746 0.045
*
```

Let us look at the Mulliken charges, expressed in e, one per atom: -0.204, -0.474, 0.758, 0.301, -0.911, 0.254, 0.309, -0.176, -0.455, 0.597

---

# C3H3NO3

2 unconnected molecules or ions with the total composition C3H3NO3 (wB97M-V/def2-TZVPD, OMol25).

Output
- LUMO energy (alpha / beta) (eV) = -1.17 / -1.42
- orbital gap (alpha / beta) (eV) = 8.98 / 7.60
- highest occupied orbital energy (alpha / beta) (eV) = -10.1506 / -9.0220
- SMILES = O=C=CN=O.C=O
- largest force on an atom (hartree/bohr) = 0.0855
- E_tot (a.u.) = -396.3999
- energy relative to the best compared isomer or geometry (same formula, charge and spin) (eV) = 6.109

The geometry in ORCA input format:
```
! RIJCOSX wB97M-V def2-TZVPD def2/J DEFGRID3
* xyz 0 1
H -0.460 1.856 0.131
C -0.355 -0.387 -0.026
O -3.000 -0.136 -0.550
O -0.824 -1.434 -0.206
C 1.906 -0.407 0.275
H 1.790 -0.774 1.210
H 1.974 -1.163 -0.517
O 2.291 0.719 0.018
C -1.038 0.943 -0.026
N -2.283 0.783 -0.309
*
```

Let us look at the Mulliken charges, expressed in e, one per atom: 0.387, 0.676, -0.391, -0.339, -0.237, 0.388, 0.292, -0.458, -0.471, 0.151